{
  "formula": "C4H5N3",
  "method": "wB97M-V/def2-TZVPD",
  "elements": ["N", "C", "C", "N", "C", "C", "N", "H", "H", "H", "H", "H"],
  "coordinates": [[-2.1082, 1.3842, -0.0942], [-1.5985, 0.4079, 0.0876], [-1.1798, -1.0081, 0.2362], [-0.0056, -1.1247, -0.4356], [1.3706, -0.9306, 0.0894], [1.7633, 0.5211, 0.0283], [1.7405, 1.6730, -0.0179], [-1.3713, -1.2345, 1.3590], [-1.8849, -1.4623, -0.3841], [0.1299, -1.9275, -0.9307], [2.1901, -1.6231, -0.0860], [1.4156, -1.2213, 1.2269]],
  "nbo_charge": [-0.309, 0.259, -0.299, -0.585, -0.339, 0.245, -0.287, 0.209, 0.250, 0.376, 0.262, 0.219],
  "e_lumo_ev": 0.3,
  "total_energy_ha": -319.59174,
  "max_force_ha_per_bohr": 0.1124,
  "gap_ev": 10.79,
  "smiles": "N#CCNCC#N",
  "e_above_lowest_kcal_mol": 75.6
}

---

{
  "formula": "C7H15NO",
  "method": "wB97M-V/def2-TZVPD",
  "elements": ["C", "C", "C", "O", "H", "H", "H", "H", "H", "H", "C", "C", "N", "C", "C", "H", "H", "H", "H", "H", "H", "H", "H", "H"],
  "coordinates": [[2.7434, -0.0692, 0.4876], [0.8232, 0.4028, -0.9155], [0.5262, 1.6364, -0.1954], [1.9428, -0.3606, -0.6573], [0.6471, 0.3561, -1.9893], [3.2045, 0.9180, 0.4074], [2.1753, -0.1249, 1.4194], [3.5222, -0.8295, 0.4983], [1.2920, 2.0597, 0.4409], [0.0084, 2.3902, -0.7783], [-1.6384, -0.2987, -1.3011], [-0.3781, -1.8649, 0.0672], [-0.5551, -0.4434, -0.3052], [-0.7298, 0.5062, 0.8903], [-1.9925, 0.7829, 1.3592], [-0.0012, 0.2299, 1.6433], [-1.7382, 0.7512, -1.5687], [-2.5790, -0.6524, -0.8846], [-1.3813, -0.8801, -2.1867], [-0.1345, -2.4383, -0.8270], [0.4469, -1.9460, 0.7693], [-1.2893, -2.2456, 0.5253], [-2.8068, 1.0612, 0.7021], [-2.1081, 1.0589, 2.3988]],
  "nbo_charge": [-0.254, 0.310, -0.708, -0.534, 0.178, 0.186, 0.173, 0.198, 0.215, 0.215, -0.426, -0.412, -0.328, 0.010, -0.711, 0.188, 0.224, 0.229, 0.206, 0.210, 0.215, 0.226, 0.182, 0.207],
  "e_lumo_ev": 0.8,
  "total_energy_ha": -405.52929,
  "max_force_ha_per_bohr": 0.0111,
  "gap_ev": 6.76,
  "e_above_lowest_kcal_mol": 130.5
}

---

{
  "formula": "C4H10N3O2",
  "method": "wB97M-V/def2-TZVPD",
  "elements": ["C", "C", "C", "C", "N", "N", "N", "O", "O", "H", "H", "H", "H", "H", "H", "H", "H", "H", "H"],
  "coordinates": [[-2.2906, -0.5123, -0.9719], [-2.1443, -0.3523, 0.2418], [1.8101, -0.1276, -0.1922], [-0.3185, 0.7208, 0.9147], [2.4272, -1.1684, -0.7035], [0.7494, -0.2403, 0.6246], [-0.3008, 1.8582, 0.1052], [2.4055, 0.9677, -0.5603], [0.4119, -1.5941, 0.9095], [-3.0599, -1.0006, -1.4615], [-1.5946, -0.2361, -1.7424], [-2.8886, -0.5471, 1.1409], [-0.8136, 0.7666, 1.9004], [2.2058, -2.0525, -0.3341], [3.4457, -1.0292, -1.0106], [1.8477, 1.7996, -0.3705], [-0.7272, 2.6342, 0.6248], [-0.8771, 1.6619, -0.7291], [-0.2882, -1.5485, 1.6143]],
  "nbo_charge": [-0.480, -0.182, 0.773, 0.103, -0.738, -0.143, -0.875, -0.614, -0.513, 0.241, 0.203, 0.228, 0.245, 0.429, 0.451, 0.547, 0.410, 0.404, 0.512],
  "e_lumo_ev": -3.4,
  "total_energy_ha": -472.73888,
  "max_force_ha_per_bohr": 0.1700,
  "gap_ev": 9.15,
  "charge": 1,
  "e_above_lowest_kcal_mol": 123.2
}

---

{
  "formula": "C28H17F4N7O3Sc",
  "method": "wB97M-V/def2-TZVPD",
  "elements": ["Sc", "O", "C", "N", "C", "O", "C", "C", "C", "C", "C", "N", "C", "C", "C", "C", "C", "N", "H", "H", "H", "H", "H", "H", "H", "H", "C", "C", "C", "C", "O", "H", "H", "H", "H", "H", "H", "H", "H", "H", "F", "C", "C", "F", "C", "C", "C", "F", "C", "C", "C", "N", "C", "N", "F", "C", "C", "N", "C", "N"],
  "coordinates": [[0.9651, 0.1867, 0.2854], [-1.2745, 3.3926, 2.3304], [-0.5083, 2.5613, 1.9494], [-0.5816, 1.8864, 0.6860], [-1.6164, 1.9548, -0.0803], [-3.9895, 1.9352, -0.4500], [-1.4786, 1.3722, -1.4471], [-2.2769, 1.7054, -2.5182], [-2.0644, 1.0535, -3.7302], [-1.0711, 0.1062, -3.8189], [-0.2746, -0.1270, -2.7060], [-0.4639, 0.4909, -1.5469], [0.7153, 2.1767, 2.7243], [0.9894, 2.8309, 3.8999], [2.1502, 2.5048, 4.5862], [2.9869, 1.5350, 4.0634], [2.6292, 0.9152, 2.8829], [1.5096, 1.2212, 2.2162], [-3.0434, 2.4576, -2.4282], [-2.6911, 1.2806, -4.5826], [-0.8933, -0.4542, -4.7265], [0.5303, -0.8434, -2.7423], [0.2948, 3.5796, 4.2552], [2.3992, 3.0044, 5.5134], [3.9074, 1.2526, 4.5578], [3.2524, 0.1430, 2.4563], [4.2537, 0.2657, -2.2919], [3.6065, -0.5205, -1.1672], [4.5873, -0.7207, -0.0206], [3.1413, -1.8782, -1.6753], [2.4798, 0.2420, -0.6626], [5.1462, -0.2490, -2.6542], [4.5385, 1.2607, -1.9418], [3.5554, 0.3794, -3.1254], [5.4484, -1.3039, -0.3495], [4.1050, -1.2685, 0.7935], [4.9434, 0.2435, 0.3524], [4.0024, -2.4664, -1.9969], [2.4769, -1.7755, -2.5363], [2.6281, -2.4338, -0.8936], [-3.7211, -1.9499, -2.2797], [-3.6899, -2.0004, -0.9524], [-4.4047, -1.0578, -0.2460], [-5.0974, -0.1515, -0.9350], [-4.2055, -0.8592, 1.1219], [-3.6089, -1.9328, 1.7842], [-2.8755, -2.8635, 1.0827], [-2.1142, -3.7088, 1.7713], [-2.7390, -2.7862, -0.3039], [-1.4395, -3.1284, -0.9143], [-0.4369, -2.4817, -0.2413], [0.3028, -1.7919, 0.3579], [-1.2078, -3.4450, -2.2858], [-0.9720, -3.6241, -3.4038], [-3.5497, -1.9416, 3.1051], [-3.7936, 0.4997, 1.5880], [-3.7768, 1.5827, 0.8171], [-2.8361, 2.5235, 0.3252], [-2.8330, 0.5831, 2.6699], [-2.0164, 0.6363, 3.4785]],
  "nbo_charge": [1.931, -0.469, 0.667, -0.654, 0.539, -0.289, 0.093, -0.163, -0.128, -0.188, 0.093, -0.501, 0.109, -0.171, -0.111, -0.216, 0.083, -0.550, 0.256, 0.250, 0.261, 0.232, 0.265, 0.246, 0.250, 0.221, -0.617, 0.258, -0.619, -0.626, -0.898, 0.224, 0.220, 0.213, 0.233, 0.198, 0.216, 0.235, 0.206, 0.217, -0.290, 0.370, 0.346, -0.289, -0.169, 0.378, 0.317, -0.281, -0.063, -0.471, 0.552, -0.735, 0.284, -0.336, -0.274, -0.219, 0.514, -0.140, 0.280, -0.291],
  "e_lumo_ev": -5.0,
  "total_energy_ha": -2846.11489,
  "max_force_ha_per_bohr": 0.0303,
  "gap_ev": 5.84,
  "charge": 1
}

---

Repeat the third record exactly.
{
  "formula": "C4H10N3O2",
  "method": "wB97M-V/def2-TZVPD",
  "elements": ["C", "C", "C", "C", "N", "N", "N", "O", "O", "H", "H", "H", "H", "H", "H", "H", "H", "H", "H"],
  "coordinates": [[-2.2906, -0.5123, -0.9719], [-2.1443, -0.3523, 0.2418], [1.8101, -0.1276, -0.1922], [-0.3185, 0.7208, 0.9147], [2.4272, -1.1684, -0.7035], [0.7494, -0.2403, 0.6246], [-0.3008, 1.8582, 0.1052], [2.4055, 0.9677, -0.5603], [0.4119, -1.5941, 0.9095], [-3.0599, -1.0006, -1.4615], [-1.5946, -0.2361, -1.7424], [-2.8886, -0.5471, 1.1409], [-0.8136, 0.7666, 1.9004], [2.2058, -2.0525, -0.3341], [3.4457, -1.0292, -1.0106], [1.8477, 1.7996, -0.3705], [-0.7272, 2.6342, 0.6248], [-0.8771, 1.6619, -0.7291], [-0.2882, -1.5485, 1.6143]],
  "nbo_charge": [-0.480, -0.182, 0.773, 0.103, -0.738, -0.143, -0.875, -0.614, -0.513, 0.241, 0.203, 0.228, 0.245, 0.429, 0.451, 0.547, 0.410, 0.404, 0.512],
  "e_lumo_ev": -3.4,
  "total_energy_ha": -472.73888,
  "max_force_ha_per_bohr": 0.1700,
  "gap_ev": 9.15,
  "charge": 1,
  "e_above_lowest_kcal_mol": 123.2
}